{"formula": "C24H23N3O4S", "method": "the ωB97M-V functional and the def2-TZVPD basis", "symbols": ["C", "C", "C", "C", "C", "O", "C", "C", "C", "C", "C", "C", "S", "C", "N", "C", "O", "C", "C", "C", "C", "C", "C", "C", "N", "N", "C", "O", "C", "C", "O", "C", "H", "H", "H", "H", "H", "H", "H", "H", "H", "H", "H", "H", "H", "H", "H", "H", "H", "H", "H", "H", "H", "H", "H"], "positions_angstrom": [[-0.29803, 6.70537, 2.61565], [0.12536, 6.02056, 3.90924], [1.17700, 4.92435, 3.72448], [2.54058, 5.44328, 3.24704], [2.79235, 5.29337, 1.74308], [3.05455, 3.94114, 1.40791], [2.12076, 3.12655, 0.89041], [0.86185, 3.48527, 0.41930], [0.00928, 2.54305, -0.11711], [0.38208, 1.19863, -0.20945], [-0.54422, 0.27337, -0.78076], [-0.44140, -1.05460, -1.02963], [0.91643, -2.14107, -0.72344], [0.04759, -3.48097, -1.42131], [0.52966, -4.65437, -1.55691], [-0.24234, -5.64503, -2.15386], [0.24256, -6.71088, -2.44916], [-1.66697, -5.25606, -2.40842], [-2.65935, -6.22289, -2.86906], [-2.48347, -7.59642, -2.69822], [-3.45284, -8.47731, -3.14167], [-4.60104, -8.00705, -3.75666], [-4.78459, -6.64246, -3.92569], [-3.82511, -5.75508, -3.48482], [-2.07034, -4.03745, -2.25845], [-1.20643, -3.11255, -1.81280], [-1.56568, -1.76695, -1.63954], [-2.63246, -1.30764, -1.95591], [1.65411, 0.83039, 0.26233], [2.51392, 1.76063, 0.80080], [3.75312, 1.49044, 1.27924], [4.22207, 0.16375, 1.21734], [0.53784, 7.22681, 2.15532], [-0.69509, 5.97779, 1.91083], [-1.07782, 7.43603, 2.81879], [0.51354, 6.77080, 4.60210], [-0.75688, 5.57268, 4.37231], [0.80145, 4.16957, 3.03143], [1.31083, 4.43134, 4.68950], [2.64627, 6.49710, 3.50970], [3.33681, 4.89419, 3.75233], [3.71167, 5.82812, 1.48115], [1.97328, 5.70769, 1.15395], [0.53322, 4.51121, 0.46314], [-0.96105, 2.85149, -0.47531], [-1.50012, 0.69221, -1.08001], [-1.59292, -7.97189, -2.22141], [-3.30943, -9.53886, -3.00516], [-5.35230, -8.70101, -4.10414], [-5.67926, -6.27265, -4.40446], [-3.95387, -4.69167, -3.61101], [1.95173, -0.20188, 0.20270], [4.27420, -0.19717, 0.18562], [5.22385, 0.18949, 1.64230], [3.59503, -0.51275, 1.80639]], "mulliken_charge": [-0.99, -0.60, -0.44, -0.75, -0.54, -0.45, 0.80, -0.32, -1.32, 1.17, -0.62, -0.24, -0.24, 0.93, -0.54, 0.20, -0.60, 0.21, 1.00, -0.48, -0.63, -0.34, -0.67, -0.34, -1.20, 0.48, 0.43, -0.58, -0.36, 0.68, -0.49, -0.95, 0.25, 0.19, 0.38, 0.33, 0.36, 0.28, 0.30, 0.46, 0.36, 0.29, 0.31, 0.21, 0.39, 0.42, 0.39, 0.38, 0.38, 0.36, 0.44, 0.30, 0.37, 0.24, 0.36], "orbital_gap_ev": 7.140, "lumo_ev": -0.99}

***

{"formula": "C4H12O3", "method": "the ωB97M-V functional and the def2-TZVPD basis", "symbols": ["C", "C", "C", "C", "O", "H", "H", "H", "H", "H", "H", "H", "H", "H", "H", "O", "H", "H", "O"], "positions_angstrom": [[-1.40827, -0.34866, -0.69481], [-0.18909, 0.49125, -0.54476], [1.11410, -0.27675, -0.83563], [-0.31377, 1.70392, -1.52255], [-1.41449, -1.55422, -0.59295], [-2.30379, 0.17915, -1.04345], [-0.11470, 0.88444, 0.48792], [1.99264, 0.35853, -0.90341], [1.22935, -1.12736, -0.16494], [1.03301, -0.77019, -1.81930], [0.38968, 2.51648, -1.32074], [0.01113, 1.33065, -2.48996], [-1.32579, 2.10585, -1.49207], [1.92261, 0.39331, 2.73991], [0.66733, -0.38651, 2.44951], [0.99114, 0.51671, 2.56982], [-0.88428, -2.70572, 2.02283], [-0.91957, -1.46688, 1.19487], [-0.47724, -1.84399, 1.95972]], "mulliken_charge": [0.05, 0.72, -1.36, -1.42, -0.13, 0.42, 0.30, 0.39, 0.36, 0.45, 0.38, 0.39, 0.44, 0.33, 0.36, -0.61, 0.34, 0.24, -0.64], "orbital_gap_ev": [8.351, 4.597], "spin_multiplicity": 2, "lumo_ev": [-6.37, -10.09], "total_charge": 1}

***

{"formula": "C25H34N4O2STe4W", "method": "the ωB97M-V functional and the def2-TZVPD basis", "symbols": ["W", "O", "C", "C", "C", "C", "C", "C", "C", "N", "C", "C", "N", "C", "C", "C", "C", "C", "C", "C", "O", "H", "H", "H", "H", "H", "H", "H", "H", "H", "H", "H", "H", "H", "H", "Te", "Te", "Te", "Te", "C", "C", "C", "C", "N", "C", "S", "N", "C", "C", "C", "C", "H", "H", "H", "H", "H", "H", "H", "H", "H", "H", "H", "H", "H", "H", "H", "H", "H", "H", "H", "H"], "positions_angstrom": [[0.09448, 0.06513, -1.05223], [-1.22453, 0.20035, 0.43148], [-1.73272, 1.38063, 0.82707], [-1.69260, 1.75905, 2.16488], [-2.28303, 2.94545, 2.55524], [-2.94914, 3.77084, 1.64124], [-3.01634, 3.39582, 0.32355], [-2.37824, 2.21645, -0.10985], [-2.48325, 1.77675, -1.46526], [-1.63032, 0.99670, -2.04041], [-2.02777, 0.34512, -3.28961], [-2.12142, -1.14484, -2.96236], [-1.28258, -1.43836, -1.77341], [-1.57124, -2.51545, -1.12546], [-0.92766, -3.01613, 0.05069], [-1.45880, -4.13952, 0.69859], [-0.84824, -4.64116, 1.82753], [0.30880, -4.03579, 2.31554], [0.86514, -2.93370, 1.68697], [0.23536, -2.43079, 0.56459], [0.75486, -1.37027, -0.09928], [-1.19413, 1.11170, 2.87392], [-2.24052, 3.23626, 3.59692], [-3.41707, 4.68462, 1.97816], [-3.54344, 4.00831, -0.39825], [-3.33922, 2.10681, -2.05277], [-1.28175, 0.55245, -4.05157], [-2.98797, 0.72652, -3.63492], [-1.80147, -1.76615, -3.79939], [-3.15172, -1.40142, -2.71642], [-2.39782, -3.11239, -1.50933], [-2.35273, -4.60722, 0.30472], [-1.25883, -5.50496, 2.33073], [0.78649, -4.43765, 3.19915], [1.76290, -2.45091, 2.04802], [1.28298, -0.39896, -3.58207], [2.56222, 1.06646, -1.76105], [5.14911, 1.16933, -1.58287], [0.74759, 2.78918, -0.87562], [4.14756, -0.01297, 6.42428], [2.62977, -0.08529, 6.57889], [1.83598, 0.13730, 5.29233], [2.05487, 1.49250, 4.62112], [3.29978, 1.57414, 3.86046], [3.50008, 1.05930, 2.64868], [2.19305, 0.36941, 1.74625], [4.72374, 1.05356, 2.14312], [5.97487, 1.39381, 2.81712], [7.12624, 0.51489, 2.33744], [6.97888, -0.98375, 2.61861], [5.98230, -1.74084, 1.73624], [4.64285, -0.38252, 7.32122], [4.49514, 1.01275, 6.27770], [4.49015, -0.61812, 5.58009], [2.30565, 0.63985, 7.33054], [2.36093, -1.06642, 6.97523], [0.76992, 0.04806, 5.51792], [2.06456, -0.64665, 4.56418], [2.08980, 2.28686, 5.36814], [1.23734, 1.71579, 3.93745], [4.10397, 1.94410, 4.34029], [4.81107, 0.67873, 1.20960], [5.86062, 1.25295, 3.89445], [6.21330, 2.44628, 2.64192], [8.02113, 0.88083, 2.84397], [7.29725, 0.68195, 1.26767], [6.72427, -1.12306, 3.67404], [7.96349, -1.43620, 2.49110], [4.94864, -1.60643, 2.05725], [6.19721, -2.80904, 1.75621], [6.05352, -1.41602, 0.69351]], "mulliken_charge": [0.73, -0.27, 0.57, -0.63, -0.54, -0.87, -0.82, 0.39, 0.26, 0.10, -0.77, -0.86, 0.11, 0.21, 0.43, -0.94, -0.80, -0.52, -0.52, 0.69, -0.68, 0.60, 0.45, 0.45, 0.48, 0.44, 0.09, 0.51, 0.41, 0.58, 0.46, 0.45, 0.43, 0.46, 0.39, -0.15, 0.38, -0.02, 0.09, -0.91, -0.80, 0.02, -1.03, -0.12, -0.24, 0.04, 0.52, -0.47, -0.81, -0.35, -0.68, 0.44, 0.20, 0.16, 0.34, 0.39, 0.35, 0.07, 0.55, 0.18, 0.31, -0.16, 0.23, 0.24, 0.39, 0.23, 0.25, 0.32, 0.00, 0.42, 0.14], "orbital_gap_ev": [5.143, 5.144], "lumo_ev": [-7.86, -7.86], "total_charge": 2}

***

{"formula": "C5H7B", "method": "the ωB97M-V functional and the def2-TZVPD basis", "symbols": ["B", "C", "C", "C", "C", "C", "H", "H", "H", "H", "H", "H", "H"], "positions_angstrom": [[0.77600, 0.11966, 0.08609], [-1.56010, -0.58506, -0.02257], [-1.50073, 0.75248, 0.05534], [-0.24981, -1.11738, 0.07783], [2.20847, 0.15005, 0.00112], [-0.22472, 1.21835, -0.01925], [-2.43804, -1.14763, 0.00247], [-2.42231, 1.37650, 0.14644], [0.00258, -1.42327, -0.97175], [-0.11724, -1.92837, 0.68994], [2.85339, 1.15135, -0.08477], [2.75495, -0.81902, -0.01098], [-0.08244, 2.25234, 0.05010]], "mulliken_charge": [-0.04, -0.37, -0.19, -0.81, -0.48, -0.52, 0.45, 0.34, 0.23, 0.50, 0.18, 0.28, 0.43], "orbital_gap_ev": [7.200, 8.251], "lumo_ev": [-0.91, -0.75]}

***

{"formula": "C34H56EuN3OP2", "method": "the ωB97M-V functional and the def2-TZVPD basis", "symbols": ["C", "C", "C", "C", "C", "H", "H", "H", "N", "P", "P", "C", "H", "H", "C", "O", "C", "H", "C", "C", "C", "C", "C", "H", "H", "H", "C", "H", "H", "H", "C", "H", "H", "H", "C", "H", "H", "H", "C", "H", "H", "H", "C", "H", "H", "H", "C", "H", "H", "H", "C", "H", "H", "H", "C", "H", "H", "H", "C", "H", "H", "H", "C", "H", "H", "H", "C", "H", "H", "H", "Eu", "N", "C", "C", "C", "C", "C", "H", "H", "H", "H", "H", "H", "H", "H", "H", "C", "C", "C", "N", "C", "C", "H", "H", "H", "H", "H"], "positions_angstrom": [[2.85503, -1.34984, 0.17484], [2.27550, -0.64349, -2.04866], [4.14340, -1.71077, -0.20626], [3.62172, -0.96740, -2.45133], [4.52641, -1.49295, -1.55649], [4.83569, -2.13443, 0.52579], [3.89688, -0.79917, -3.49687], [5.54077, -1.74603, -1.88507], [1.94526, -0.81689, -0.69209], [1.26517, -0.13794, 2.11601], [-0.38459, -0.18155, -2.43528], [2.39603, -1.54213, 1.60427], [1.77389, -2.45227, 1.65623], [3.25672, -1.68587, 2.27921], [-1.73880, 0.65622, 0.50784], [-2.81472, 1.04474, 0.78462], [1.31090, -0.19489, -2.95985], [1.58992, -0.15057, -4.01820], [-1.13045, -1.86527, -3.04581], [-1.27734, 1.21272, -3.40624], [0.36620, -0.73886, 3.73234], [2.49828, 1.27101, 2.52858], [-2.47902, -2.13380, -2.35003], [-3.27698, -1.48579, -2.74177], [-2.78822, -3.18131, -2.52942], [-2.41616, -1.96340, -1.26427], [-1.30520, -1.97716, -4.57123], [-2.10900, -1.32926, -4.95654], [-0.36809, -1.73673, -5.10241], [-1.57347, -3.02110, -4.82605], [-0.08374, -2.92706, -2.63940], [-0.51351, -3.93714, -2.78640], [0.81819, -2.84123, -3.26601], [0.23609, -2.82554, -1.59201], [-2.80589, 1.03078, -3.34293], [-3.15213, 0.91216, -2.30154], [-3.29153, 1.93350, -3.75873], [-3.15519, 0.16883, -3.93373], [-0.93609, 2.56229, -2.75392], [-1.34558, 2.63579, -1.73492], [0.15136, 2.72833, -2.71518], [-1.38649, 3.37020, -3.36134], [-0.78733, 1.28065, -4.86830], [-0.98644, 0.36357, -5.43970], [-1.30822, 2.11383, -5.37745], [0.29468, 1.49006, -4.90584], [1.68335, 2.53469, 2.87422], [2.37934, 3.37087, 3.07299], [1.02438, 2.83381, 2.04709], [1.06544, 2.39255, 3.77699], [3.35986, 1.51280, 1.26480], [4.12427, 0.72752, 1.15136], [2.77705, 1.54875, 0.33614], [3.87777, 2.48248, 1.38170], [3.49100, 0.94799, 3.66857], [4.32801, 1.66775, 3.60785], [3.04925, 1.04613, 4.66846], [3.92483, -0.06256, 3.56975], [0.44202, -2.27477, 3.82483], [1.47161, -2.62831, 4.00261], [-0.18063, -2.61209, 4.67505], [0.06044, -2.75646, 2.91428], [-1.10784, -0.30874, 3.58557], [-1.57749, -0.77853, 2.70796], [-1.66796, -0.60830, 4.49165], [-1.20386, 0.78324, 3.46426], [0.90776, -0.18609, 5.06430], [1.92158, -0.55311, 5.28516], [0.90923, 0.91390, 5.10185], [0.24304, -0.54187, 5.87408], [0.00000, 0.00000, 0.00000], [-0.63150, -1.97419, 0.44518], [-1.03548, -3.04905, 0.68217], [-1.52949, -4.40612, 0.98554], [-1.12768, -5.36979, -0.15949], [-0.88061, -4.87162, 2.31535], [-3.07448, -4.36133, 1.11133], [-1.58027, -5.05952, -1.11409], [-0.03427, -5.40232, -0.28354], [-1.48781, -6.38290, 0.08987], [-1.16157, -4.21000, 3.15092], [-1.22914, -5.89276, 2.54633], [0.21840, -4.88501, 2.23067], [-3.44501, -5.37864, 1.32490], [-3.39172, -3.69339, 1.92724], [-3.53315, -4.01061, 0.17208], [1.23727, 5.10534, -0.75012], [0.13795, 4.71016, 0.00070], [-0.13539, 3.34980, 0.16090], [0.66449, 2.37895, -0.39950], [1.74271, 2.78704, -1.16402], [2.04409, 4.14059, -1.34040], [1.45766, 6.15671, -0.88109], [-0.50284, 5.45160, 0.46039], [-0.99240, 3.07629, 0.75492], [2.37050, 2.06122, -1.66189], [2.89451, 4.43625, -1.94080]], "mulliken_charge": [-0.20, 0.24, -0.94, -1.30, -0.94, 0.53, 0.53, 0.41, 1.72, 0.59, 1.90, -0.86, 0.37, 0.57, 0.41, -0.51, -1.39, 0.32, 1.91, 1.95, 2.16, 1.98, -1.31, 0.27, 0.58, -0.05, -1.88, 0.30, 0.35, 0.51, -1.57, 0.60, 0.32, 0.09, -1.91, 0.27, 0.54, 0.30, -1.81, 0.20, 0.22, 0.69, -1.76, 0.30, 0.52, 0.32, -0.92, 0.52, -0.14, 0.18, -1.28, 0.30, -0.29, 0.67, -1.65, 0.50, 0.40, 0.18, -0.99, 0.27, 0.75, -0.90, -1.61, 0.09, 0.57, 0.29, -1.95, 0.38, 0.33, 0.52, -1.26, 0.47, -0.27, 1.81, -1.43, -1.74, -1.51, 0.18, 0.35, 0.47, 0.42, 0.50, 0.34, 0.40, 0.38, 0.33, -0.83, -1.09, -0.48, 1.81, -0.36, -1.05, 0.45, 0.52, 0.26, 0.06, 0.51], "orbital_gap_ev": [5.864, 6.161], "spin_multiplicity": 8, "lumo_ev": [-3.13, -2.83], "total_charge": 1}

***

ΔE to the lowest compared entry with this formula, charge and spin for the records above, in order: 84.9, 38.6, 21.8, 38.9, 154.8 kcal per mole